Computed, not measured: a cluster of 2 separate species, C9H16O3Si in total in a non-equilibrium geometry, with ωB97M-V/def2-TZVPD.

Element x y z (Å)
C 1.1815 -1.5304 0.1365
C 2.3200 -1.9903 0.0015
C 1.9344 1.7024 -0.1053
C 2.2742 2.4316 -1.3433
C 0.3396 0.6817 2.1457
C -1.9456 -2.0087 0.8885
C -2.9643 0.7739 0.0232
C -1.0500 -0.7274 -2.0237
C 0.1130 0.3885 0.6790
O 2.5848 1.6364 0.8997
O 3.3413 -2.7415 -0.3028
O 0.7111 1.1628 -0.2794
Si -1.4011 -0.4186 -0.0880
H 3.2685 2.7592 -1.2567
H 1.8935 1.9413 -2.1128
H 1.7339 3.2933 -1.4193
H 1.4171 0.7620 2.3949
H -0.2002 -0.1853 2.7866
H -0.3889 1.6144 2.4307
H -2.0310 -2.8888 0.2379
H -1.3057 -2.2007 1.6254
H -2.9421 -1.9770 1.3359
H -2.8310 1.7698 -0.4014
H -3.7616 0.3635 -0.6737
H -3.3117 0.8141 1.1331
H -1.5795 -1.6404 -2.3741
H -1.3984 0.1429 -2.5176
H -0.0905 -0.9691 -2.0645
H 4.0888 -2.9598 0.2441

Atomic forces in eV per Å
C 0.207 1.817 0.990
C -1.132 0.122 0.831
C 0.559 0.791 0.585
C 1.494 0.378 3.440
C -2.661 -0.785 1.587
C -2.579 1.165 -3.314
C -0.126 -0.875 0.531
C -4.428 -0.506 2.819
C 1.508 -2.014 -0.441
O 0.043 -0.111 -0.506
O -0.124 -0.373 -1.863
O -1.051 -0.247 0.644
Si -2.108 -1.164 -1.271
H 1.505 -0.171 -0.686
H -0.538 -2.669 -3.859
H -1.782 2.672 0.466
H -1.183 0.266 0.115
H 1.432 1.770 -1.604
H 2.153 -1.773 -0.796
H 0.505 0.251 -0.084
H 2.862 -0.980 2.982
H -0.055 0.605 -0.025
H 0.324 0.201 0.422
H 0.692 0.011 1.191
H 0.295 0.071 -2.053
H -0.087 0.711 0.296
H 0.056 0.740 -0.859
H 4.421 -0.445 -0.641
H -0.200 0.544 1.102

## Properties
max |F|	5.27	eV/A
HOMO energy	-8.508	eV
Kohn-Sham gap	8.504	eV
energy above the lowest of the compared OMol25 structures with the same formula, charge and spin	119.3	kcal per mole
total energy	-23606.5725	eV
E_LUMO	-0.0043	eV